[1]
C25H53N3O18Zr as an isolated structure in a non-equilibrium geometry, computed with ωB97M-V/def2-TZVPD.

As for the net charge: +2.

Structure (XYZ):
```
100
C25H53N3O18Zr ωB97M-V/def2-TZVPD
Zr 0.56450 -1.05451 -1.29249
O -1.34909 -0.33764 -0.62441
C -1.25594 0.77347 0.29146
C 0.25848 0.98062 0.95199
O 1.33621 0.41914 0.20599
H -2.08724 0.76794 0.99644
H -1.36758 1.74485 -0.19025
H 0.15716 0.43871 1.89229
H 0.51613 1.97302 1.32194
C 2.45511 1.83604 4.43568
N 3.60888 2.70494 4.72567
O 4.70619 2.22631 4.35352
O 3.46473 3.76331 5.30625
H 2.79573 0.83190 4.68824
H 2.29184 1.99801 3.37022
H 1.54941 2.09949 4.98195
C 3.20639 3.60377 0.94687
N 2.21056 3.98094 -0.14630
O 1.48882 4.95066 0.13331
O 2.32799 3.48526 -1.24380
H 3.22732 2.52269 1.08442
H 2.96337 4.06719 1.90305
H 4.20828 3.94223 0.68274
C -4.94698 0.90443 0.87980
N -6.13758 0.67809 -0.02286
O -5.91018 -0.12091 -0.91340
O -7.16735 1.34651 0.07503
H -4.13214 1.30666 0.27786
H -4.66606 -0.01909 1.38607
H -5.28757 1.63794 1.61059
O 0.35589 -2.26103 0.84721
C 0.23135 -3.14071 1.72968
O -0.77434 -3.34469 2.55844
C -1.97953 -2.56159 2.47277
C -2.97376 -2.99676 1.28747
C 1.28875 -4.20905 2.00847
H -1.78263 -1.49469 2.36760
H -2.57895 -2.57605 3.38303
H -3.77417 -2.26039 1.35952
H -3.45523 -3.96673 1.41183
H -2.50027 -2.93761 0.30747
H 2.01065 -4.29482 1.19631
H 0.94896 -5.21827 2.24111
H 1.95202 -3.92333 2.82489
O -0.28276 3.82821 4.04016
C -1.20397 3.75178 3.27125
O -2.35963 3.11784 3.45438
C -2.53684 2.36424 4.64235
C -2.18125 0.89298 4.27779
C -1.32350 4.58248 1.99355
H -3.59460 2.29900 4.89729
H -1.91692 2.81182 5.41919
H -2.66914 0.29913 3.50487
H -2.37092 0.30512 5.17587
H -1.10693 0.83541 4.10279
H -2.35695 4.57175 1.64719
H -0.62105 4.21556 1.24520
H -1.10110 5.62266 2.23162
O -1.04976 -1.28127 -3.36010
C -1.44908 -1.70578 -4.47376
O -2.26810 -2.72634 -4.63957
C -3.00667 -3.37186 -3.60597
C -4.03399 -2.46623 -2.98767
C -0.94912 -1.04342 -5.77445
H -2.43473 -3.85239 -2.81220
H -3.53804 -4.20489 -4.06621
H -3.47777 -1.68178 -2.47448
H -4.57263 -2.98040 -2.19169
H -4.78680 -2.11668 -3.69420
H 0.01713 -1.52537 -5.92342
H -0.84399 0.04130 -5.79551
H -1.67246 -1.32753 -6.53876
O 2.90625 -2.02440 0.06762
C 3.98424 -1.96756 0.64066
O 5.13031 -2.53297 0.20024
C 5.02269 -3.42293 -0.92697
C 4.57383 -4.80417 -0.44971
C 4.19605 -1.22340 1.93326
H 5.96407 -3.56511 -1.45772
H 4.37193 -3.04076 -1.71345
H 5.20679 -5.02194 0.41055
H 4.72726 -5.63058 -1.14368
H 3.57002 -4.69979 -0.03793
H 3.55683 -0.34051 1.93643
H 5.27015 -1.11945 2.08687
H 3.92930 -1.84902 2.78505
O 0.37424 0.83732 -2.54471
C 0.11600 1.72894 -3.38679
O 0.67549 1.89609 -4.61185
C 1.72094 1.02163 -4.91401
C 2.12327 1.24428 -6.33053
C -0.90392 2.76691 -3.20722
H 1.41332 -0.02401 -4.90355
H 2.57125 1.30885 -4.29548
H 2.42763 2.25244 -6.61175
H 1.36625 0.93597 -7.05161
H 2.98333 0.60379 -6.52592
H -0.79800 3.38867 -2.31823
H -1.89305 2.30897 -3.20309
H -0.89310 3.45067 -4.05601
```

[2]
A 7-piece molecular cluster, C25H53N8O7S overall, computed with ωB97M-V/def2-TZVPD.

As for the net charge: -1.

Structure (XYZ):
```
94
C25H53N8O7S ωB97M-V/def2-TZVPD
C -4.47562 2.93733 3.46823
C -4.98008 1.52606 3.34710
C -4.06925 0.48269 2.58854
C -4.61170 0.24363 1.18801
C -3.77599 -0.62475 0.23536
S -1.99501 -0.54787 0.59520
C -1.35630 -0.76293 -1.00671
N -0.22533 -0.34597 -1.48867
N -0.16244 -0.83348 -2.78921
C -1.25354 -1.48877 -2.99444
O -2.06873 -1.48679 -1.90859
H -4.25038 3.36663 2.48474
H -3.60892 3.00564 4.13342
H -5.92945 1.55620 2.79369
H -5.23167 1.10883 4.32563
H -4.06867 -0.45700 3.15489
H -3.07226 0.91035 2.57048
H -4.77226 1.21745 0.72724
H -5.57741 -0.24523 1.30074
H -4.11058 -1.65758 0.24713
H -3.89747 -0.27127 -0.78413
H -1.57347 -1.97629 -3.89678
C 3.05312 2.30021 1.60939
O 3.74426 3.03148 2.30044
N 2.16258 1.41433 2.07564
C 1.39518 0.55840 1.18838
C 1.96247 1.30366 3.51390
H 3.11608 2.30484 0.50692
H 0.32589 0.72934 1.32240
H 1.61405 -0.49030 1.40953
H 1.65344 0.76086 0.15367
H 1.63074 2.25678 3.92231
H 2.90019 1.03234 4.00160
H 1.21185 0.55086 3.72155
C -1.38129 -1.07989 -6.91852
O -2.06932 -1.49257 -5.99251
N -0.63472 0.02675 -6.90863
C 0.16711 0.41834 -8.05055
C -0.60447 0.86859 -5.71943
H -1.32364 -1.62466 -7.87687
H 1.21923 0.45659 -7.76513
H -0.14506 1.40023 -8.41274
H 0.04420 -0.30703 -8.85312
H -0.22740 0.31161 -4.86670
H -1.60899 1.22562 -5.48671
H 0.04955 1.71531 -5.90466
C 2.47791 -1.01413 -5.00933
O 2.46615 -0.18944 -5.91045
N 3.56186 -1.73315 -4.66191
C 3.51927 -2.68934 -3.57491
C 4.80016 -1.52976 -5.39096
H 1.59263 -1.22936 -4.39474
H 4.23323 -2.41594 -2.79520
H 3.75980 -3.69237 -3.93569
H 2.52126 -2.70083 -3.14163
H 5.12363 -0.49165 -5.30883
H 4.66004 -1.75516 -6.44902
H 5.56841 -2.18087 -4.98096
C 0.60466 -0.55135 6.98187
O 0.66864 0.33674 6.15792
N 1.62846 -1.36690 7.30787
C 1.50750 -2.38237 8.33071
C 2.89596 -1.21310 6.61007
H -0.31477 -0.75721 7.55796
H 2.23115 -2.20987 9.13138
H 1.68757 -3.37442 7.91048
H 0.50430 -2.36019 8.75265
H 3.27831 -0.20579 6.73844
H 2.75898 -1.38779 5.54169
H 3.61699 -1.91857 7.01088
C 5.61537 0.30109 9.49306
O 5.43623 -0.59472 8.68952
N 4.69345 1.21015 9.85890
C 4.98159 2.24858 10.82606
C 3.36708 1.14629 9.26276
H 6.58269 0.44357 10.00565
H 4.31548 2.16492 11.68736
H 4.85160 3.23522 10.37752
H 6.00966 2.15485 11.16988
H 2.90982 0.17979 9.47709
H 3.43825 1.26194 8.18384
H 2.74651 1.94071 9.66763
C -5.70952 1.25888 -10.06834
O -5.12325 2.31789 -9.96945
N -5.34521 0.12055 -9.44765
C -6.07804 -1.11648 -9.61428
C -4.17704 0.14051 -8.58162
H -6.61000 1.13807 -10.69631
H -6.46216 -1.46693 -8.65431
H -5.43314 -1.89059 -10.03588
H -6.91731 -0.95699 -10.28839
H -4.32029 0.85001 -7.76694
H -3.29673 0.44874 -9.14803
H -4.01564 -0.85182 -8.16839
```

[3]
A 4-piece molecular cluster, C25H53NO16P3S overall in a non-equilibrium geometry, computed with ωB97M-V/def2-TZVPD.

As for the net charge: +1.

Structure (XYZ):
```
99
C25H53NO16P3S ωB97M-V/def2-TZVPD
O 5.85067 4.30981 1.88857
C 6.15776 3.57342 1.00578
O 5.29163 2.83826 0.30472
C 4.15855 3.57265 -0.17110
S 2.80306 3.71272 1.03622
O 1.91849 4.67408 0.45428
O 2.23878 2.43329 1.32483
C 7.62993 3.46318 0.68896
C 8.32502 2.25787 0.70055
C 9.67342 2.29842 0.43642
N 10.28772 3.45607 0.16218
C 9.63416 4.62663 0.15232
C 8.28472 4.66161 0.40774
H 3.72226 2.97215 -0.96879
H 4.39406 4.56482 -0.55409
H 3.27578 4.25384 2.19250
H 7.82549 1.32745 0.92818
H 10.30909 1.42365 0.44264
H 11.28341 3.48941 -0.02355
H 10.15875 5.55123 -0.04376
H 7.73529 5.59131 0.42191
O -2.58475 -2.14818 1.37695
P -1.10775 -2.10910 1.50785
O -0.58043 -3.53804 0.93891
C -0.64437 -3.80052 -0.46357
C 0.42012 -3.03861 -1.23474
O -0.93560 -2.37256 3.11661
C -2.03299 -2.18758 4.01508
C -2.75512 -3.49168 4.28452
O 0.34803 -1.38970 1.42345
C 0.55263 -0.09901 2.05407
C 0.92356 -0.21318 3.52471
H -1.64270 -3.56372 -0.84373
H -0.48365 -4.87098 -0.58941
H 0.23469 -1.96288 -1.20327
H 0.43375 -3.35000 -2.28086
H 1.40511 -3.20946 -0.80043
H -2.71656 -1.42635 3.64038
H -1.62062 -1.80194 4.95090
H -2.96287 -4.03849 3.36569
H -3.69724 -3.30829 4.80270
H -2.14160 -4.14313 4.90930
H -0.32667 0.53398 1.91557
H 1.37667 0.36354 1.52309
H 0.03641 -0.22558 4.15511
H 1.51531 0.65251 3.83086
H 1.48857 -1.12240 3.72068
O 0.12643 -5.34953 -7.43482
P -1.27998 -4.99707 -7.11811
O -1.99788 -4.71503 -8.54411
C -2.27431 -5.81020 -9.42400
C -3.44333 -6.65318 -8.94774
O -1.09198 -3.44938 -6.59695
C 0.18514 -2.95707 -6.20227
C 0.87723 -2.23408 -7.34059
O -2.66965 -5.15200 -6.29250
C -2.65126 -5.18581 -4.84277
C -2.67774 -3.79934 -4.21925
H -1.37631 -6.42240 -9.54776
H -2.51247 -5.37165 -10.39227
H -3.19939 -7.17801 -8.02171
H -3.71002 -7.39749 -9.69880
H -4.31181 -6.02714 -8.74482
H 0.80645 -3.76164 -5.80859
H 0.01967 -2.25824 -5.37693
H 0.83840 -2.80501 -8.26707
H 1.92253 -2.03935 -7.09349
H 0.38759 -1.27848 -7.53624
H -1.79483 -5.76353 -4.48991
H -3.55185 -5.72255 -4.54853
H -1.66720 -3.41598 -4.08854
H -3.13203 -3.83116 -3.22734
H -3.23057 -3.09638 -4.83863
O -3.78144 2.15973 5.51360
P -3.24561 3.45987 5.04063
O -4.37374 4.56470 5.40737
C -4.58276 4.93319 6.77467
C -3.47258 5.81894 7.31077
O -3.50430 3.32486 3.42582
C -3.74811 2.05249 2.82334
C -5.23081 1.77978 2.67800
O -2.05905 4.55035 4.80193
C -0.81778 4.12815 4.19097
C -0.86541 4.15799 2.67080
H -4.69570 4.03462 7.38791
H -5.52699 5.47529 6.80414
H -2.52960 5.27191 7.37744
H -3.72256 6.18599 8.30679
H -3.30648 6.66985 6.65044
H -3.25278 1.25777 3.38241
H -3.28526 2.07243 1.83238
H -5.77536 1.99711 3.59582
H -5.40431 0.73743 2.40674
H -5.65795 2.41262 1.89832
H -0.53413 3.13991 4.56058
H -0.06257 4.83574 4.53376
H -1.22519 3.20901 2.27789
H 0.13129 4.30604 2.25764
H -1.52167 4.94539 2.30664
```

| no. | molecular weight (g mol⁻¹) | gap between HOMO and LUMO (eV) | LUMO (eV) |
| --- | --- | --- | --- |
| 1 | 774.93 | 6.7 | -7.830 |
| 2 | 609.82 | 2.8 | 1.932 |
| 3 | 748.68 | 5.8 | -5.558 |